Record 1
Density functional theory data (ωB97M-V/def2-TZVPD) for a molecular structure, C14H30HfO6P2S3 in a non-equilibrium geometry.

XYZ file:
```
56
Properties=species:S:1:pos:R:3
Hf 1.4793 1.9352 -1.6680
S 4.5029 4.9866 -2.6152
C 3.4418 3.8462 -2.2986
S 3.5303 2.8249 -0.8250
S 2.0618 3.4794 -3.4071
C -2.2748 1.7225 3.0380
C -3.0558 1.6641 1.7548
C -3.7520 0.3687 1.4475
O -2.1086 1.9918 0.5898
P -0.8237 1.4494 0.0164
O 0.2488 2.5456 -0.1718
C -0.0609 0.0629 0.8772
P 1.0301 -0.9538 -0.1771
O 1.7258 0.0081 -1.1717
O 0.1569 -1.9232 -0.9672
C -0.2124 -3.3809 -0.7211
C -0.8292 -3.5084 0.6477
C 0.9858 -4.2534 -0.9791
O 1.9837 -1.7467 0.7007
C 3.1021 -1.4165 1.6784
C 2.5403 -1.5707 3.0641
C 3.6923 -0.0684 1.3684
O -0.9760 0.8472 -1.4249
C -1.7580 1.2094 -2.6829
C -0.7311 1.1438 -3.7895
C -2.4443 2.5418 -2.5544
H -2.9815 1.6726 3.8680
H -1.7233 2.6571 3.1305
H -1.5967 0.8730 3.1444
H -3.7421 2.5024 1.6841
H -3.0735 -0.4855 1.5199
H -4.2177 0.3812 0.4630
H -4.5404 0.2181 2.1865
H -0.8235 -0.6168 1.2641
H 0.5143 0.4576 1.7189
H -0.9587 -3.5223 -1.4972
H -0.1012 -3.3040 1.4361
H -1.1707 -4.5347 0.7872
H -1.6999 -2.8602 0.7645
H 1.7307 -4.1734 -0.1894
H 1.4445 -4.0239 -1.9397
H 0.6437 -5.2892 -1.0148
H 3.8120 -2.2069 1.4522
H 1.8464 -0.7644 3.3124
H 3.3596 -1.5232 3.7831
H 2.0429 -2.5314 3.1877
H 2.9866 0.7427 1.5736
H 4.0522 0.0062 0.3442
H 4.5439 0.0884 2.0321
H -2.4701 0.3926 -2.7554
H -0.2048 2.0976 -3.9093
H -1.2185 0.9756 -4.7510
H -0.0348 0.3095 -3.6615
H -1.7349 3.3549 -2.3796
H -3.2044 2.5544 -1.7767
H -2.9352 2.7465 -3.5078
```

Computed properties:
**Energy above the lowest of the compared OMol25 structures with the same formula, charge and spin**: 0.000 eV
**Kohn-Sham gap**: 7.38 eV
**Net charge**: +2
**Total energy**: -79672.869 eV
**LUMO energy**: -6.1 eV

***

Record 2
Density functional theory data (ωB97M-V/def2-TZVPD) for a molecular structure, C14H30N2NiO10 in a non-equilibrium geometry.

XYZ file:
```
57
Properties=species:S:1:pos:R:3
Ni 2.7934 -0.3700 -0.0826
C 5.2491 -1.1480 -0.1533
O 4.8058 0.0046 -0.5920
O 4.2105 -1.9115 0.0045
O 6.1165 -1.0510 0.7783
C 2.6104 1.9206 1.2958
O 3.5198 2.8143 1.3569
O 1.9374 1.6063 0.2382
O 3.0649 0.7634 1.7276
C 2.1043 0.1859 -3.2042
O 1.8184 -0.4286 -1.9883
C 1.0086 -1.5701 -2.1363
C 1.0757 -2.4170 -0.8506
N 1.2065 -1.6516 0.4096
C 1.5032 -2.4729 1.5916
C 0.5210 -2.1984 2.6930
O -0.7894 -2.3556 2.1656
C -1.7901 -2.2685 3.1336
H 2.5496 -0.4839 -3.9507
H 2.8685 0.9442 -3.0333
H 1.2598 0.6783 -3.7028
H 1.3007 -2.2250 -2.9632
H -0.0434 -1.3009 -2.3041
H 2.0178 -2.9690 -0.9307
H 0.2576 -3.1405 -0.7561
H 0.2703 -1.2730 0.5515
H 2.5464 -2.2707 1.8525
H 1.5335 -3.5415 1.3416
H 0.6960 -1.1732 3.0424
H 0.7231 -2.8652 3.5384
H -1.8003 -1.2676 3.5750
H -1.7094 -3.0410 3.9137
H -2.7981 -2.5102 2.7859
C -2.4256 0.3977 -3.6877
O -3.1294 0.7132 -2.4978
C -2.4374 0.2026 -1.3602
C -1.2427 1.0238 -0.9341
N -0.7347 0.7393 0.4008
C -1.5484 1.0966 1.5380
C -1.8994 2.5924 1.5915
O -3.1596 2.8140 0.9759
C -3.4089 4.2043 0.8937
H -3.0745 0.7615 -4.4856
H -2.3625 -0.6951 -3.7658
H -1.4149 0.7958 -3.7996
H -2.2702 -0.8792 -1.4536
H -3.2167 0.2143 -0.5889
H -1.4415 2.0945 -1.0884
H -0.4300 0.8070 -1.6331
H 0.2373 1.0708 0.3242
H -0.9585 0.8209 2.4160
H -2.4296 0.4499 1.5801
H -1.0750 3.0937 1.0739
H -1.9132 2.9202 2.6388
H -3.1165 4.6667 1.8406
H -4.4174 4.4464 0.5617
H -2.7686 4.6357 0.1121
```

Computed properties:
**Kohn-Sham gap (spin up / spin down)**: 4.23 / 4.30 eV
**Net charge**: -2
**Total energy**: -79498.061 eV
**2S+1**: 3
**LUMO energy (spin up / spin down)**: 4.3 / 4.3 eV
**Expectation value of S²**: 2.01

***

Record 3
Density functional theory data (ωB97M-V/def2-TZVPD) for 7 unconnected molecules or ions with the total composition C14H30N4O3 in a non-equilibrium geometry.

XYZ file:
```
51
Properties=species:S:1:pos:R:3
C 0.8367 0.1523 0.2999
C 0.2156 -1.1902 -0.0019
N -0.2252 -2.2476 -0.2569
H 1.4244 0.0868 1.2155
H 0.1185 0.9700 0.3608
H 1.5582 0.4129 -0.4745
C -3.4046 2.2622 1.0037
C -2.3030 1.3775 0.6881
N -1.4741 0.5872 0.3914
H -3.1127 2.7271 1.9454
H -4.2183 1.5592 1.1823
H -3.5332 2.9810 0.1944
C -1.6356 -1.6993 -2.1208
C -2.8416 -0.8718 -2.4913
N -3.8033 -0.2221 -2.7628
H -1.9727 -2.4728 -1.4308
H -0.8443 -1.0756 -1.7048
H -1.3700 -2.2479 -3.0244
C -0.7560 -4.1391 1.2877
C -1.9805 -3.2496 1.1760
N -2.8784 -2.5201 1.1458
H -1.0309 -5.1064 0.8672
H -0.5575 -4.3853 2.3308
H 0.1286 -3.6858 0.8403
C -1.4167 1.8412 -2.9037
C -0.2005 2.1367 -1.9673
O 0.9369 2.2161 -2.7227
H -2.3926 1.9520 -2.4310
H -1.2219 0.9089 -3.4339
H -1.4025 2.7113 -3.5600
H -0.0873 1.2086 -1.4071
H -0.2227 3.0655 -1.3971
H 1.1429 1.3124 -2.9727
C 2.5650 -1.8883 -0.3167
C 3.5682 -0.7006 -0.3088
O 3.8605 -0.3913 -1.7371
H 1.9401 -1.7924 0.5713
H 2.9721 -2.8859 -0.4812
H 1.9548 -1.7026 -1.2006
H 4.3913 -1.0283 0.3262
H 3.0218 0.1493 0.1002
H 4.7432 -0.6851 -1.9738
C 1.3487 2.0764 2.3105
C 0.7225 1.1449 3.3137
O 1.1822 1.5044 4.5879
H 2.4342 1.9883 2.2638
H 1.0490 3.1116 2.4741
H 0.9859 1.9475 1.2908
H 1.0558 0.1412 3.0498
H -0.3557 1.2030 3.1649
H 1.0851 2.4529 4.6994
```

Computed properties:
**Energy above the lowest of the compared OMol25 structures with the same formula, charge and spin**: 5.645 eV
**Kohn-Sham gap**: 10.24 eV
**Structure (SMILES)**: CC#N.CC#N.CC#N.CC#N.CCO.CCO.CCO
**Total energy**: -27099.641 eV
**LUMO energy**: 0.4 eV

***

Record 4
Density functional theory data (ωB97M-V/def2-TZVPD) for C14H30N4S2 in the gas phase in a non-equilibrium geometry.

XYZ file:
```
50
Properties=species:S:1:pos:R:3
C -1.5214 4.1896 6.3734
N -1.8884 3.1627 5.3944
C -1.5425 1.7694 5.8142
C -2.1724 0.6968 4.9073
N -1.7192 0.9170 3.5152
C -1.8588 -0.2566 2.6208
C -0.5458 -1.0366 2.5605
S -0.8190 -2.6054 1.6364
S -1.1767 -1.9377 -0.3061
C 0.4581 -1.4131 -0.8688
C 0.3861 -1.0554 -2.3545
N 1.7113 -0.6384 -2.8405
C 1.7236 0.3274 -3.9606
C 3.1210 0.9087 -4.1489
N 4.1639 -0.1393 -4.2487
C 5.4982 0.2561 -4.7027
C 4.1206 -1.0987 -3.1114
C 2.7465 -1.7173 -2.9965
C -1.9739 2.2886 3.0033
C -1.5267 3.3850 4.0081
H -1.9925 4.0108 7.3392
H -1.8346 5.1691 6.0043
H -0.4438 4.2680 6.4431
H -0.4497 1.6395 5.8175
H -1.8894 1.6005 6.8625
H -3.2848 0.8202 4.9663
H -1.8920 -0.2957 5.2414
H -2.6331 -0.9496 2.9838
H -2.1966 0.0360 1.5884
H 0.2126 -0.4053 2.1100
H -0.1946 -1.2875 3.5851
H 1.1487 -2.2383 -0.6736
H 0.8093 -0.5593 -0.2884
H 0.0158 -1.8792 -2.9437
H -0.2864 -0.1826 -2.4220
H 1.0343 1.1497 -3.7688
H 1.4299 -0.1661 -4.8727
H 3.1152 1.5351 -5.0580
H 3.3978 1.5778 -3.3184
H 6.1078 -0.6002 -4.9999
H 5.4413 0.9146 -5.5824
H 6.0248 0.8368 -3.9871
H 4.8835 -1.8591 -3.1806
H 4.3297 -0.5464 -2.1806
H 2.7923 -2.3384 -2.1104
H 2.5222 -2.3945 -3.8323
H -1.4869 2.4473 2.0105
H -3.0493 2.3960 2.8151
H -0.4242 3.4240 3.9119
H -1.9329 4.3326 3.7036
```

Computed properties:
**Energy above the lowest of the compared OMol25 structures with the same formula, charge and spin**: 0.000 eV
**Kohn-Sham gap**: 8.81 eV
**Structure (SMILES)**: CN1CCN(CCSSCCN2CCN(C)CC2)CC1
**Total energy**: -42634.256 eV
**LUMO energy**: 0.8 eV

***

Record 5
Density functional theory data (ωB97M-V/def2-TZVPD) for a molecular structure, C14H30N9S2Ti in a non-equilibrium geometry.

XYZ file:
```
56
Properties=species:S:1:pos:R:3
Ti -0.2629 -0.2205 0.5177
N -1.9602 0.7391 -0.5733
C -1.7273 2.0728 -1.1624
C -0.2649 2.1683 -1.6320
N 0.2412 0.8275 -1.9622
C 1.6985 0.7186 -1.8301
C 2.1017 -0.7045 -1.3854
N 0.9203 -1.3940 -0.8455
C -0.2045 0.5277 -3.3383
C 0.0160 -0.8933 -3.8571
N -0.7078 -1.8992 -3.0562
H -2.1663 0.0929 -1.3393
H -2.8111 0.7963 -0.0056
H -1.9080 2.8422 -0.4058
H -2.4147 2.2561 -1.9949
H 0.3396 2.5933 -0.8280
H -0.2013 2.8519 -2.4895
H 2.0306 1.4294 -1.0664
H 2.2067 0.9763 -2.7684
H 2.8769 -0.6312 -0.6155
H 2.5391 -1.2623 -2.2237
H 1.2346 -2.2943 -0.4800
H 0.3009 -1.6077 -1.6528
H 0.3126 1.1978 -4.0408
H -1.2721 0.7521 -3.4076
H 1.0747 -1.1547 -3.8434
H -0.3020 -0.9012 -4.9076
H -0.4700 -2.8219 -3.4145
H -1.7086 -1.7945 -3.2096
C -3.9626 1.5196 4.0504
S -3.1239 2.6972 2.9581
C -1.8768 1.7146 2.2788
S -1.8932 -0.0299 2.4101
N -0.8862 2.3186 1.6892
N 0.0921 1.4872 1.2917
C 1.3415 1.7552 1.6312
C 2.1359 0.5937 1.7925
C 3.4363 0.5916 2.3313
C 4.0179 -0.6068 2.6709
C 3.2896 -1.7892 2.4818
C 2.0248 -1.7210 1.9392
N 1.4494 -0.5699 1.5617
H -4.6592 2.1052 4.6411
H -3.2315 1.0495 4.7002
H -4.5011 0.7773 3.4704
H 1.6305 2.7282 2.0166
H 3.9337 1.5330 2.5035
H 5.0122 -0.6445 3.0854
H 3.7004 -2.7431 2.7669
H 1.4270 -2.6176 1.8076
N -0.8659 -2.7022 1.0886
N -1.6451 -2.0247 0.0778
H -1.0335 -3.7150 1.0892
H -1.1704 -2.3646 2.0079
H -2.6568 -2.0741 0.2777
H -1.4954 -2.5287 -0.8034
```

Computed properties:
**Energy above the lowest of the compared OMol25 structures with the same formula, charge and spin**: 2.403 eV
**Kohn-Sham gap (spin up / spin down)**: 7.19 / 6.65 eV
**Net charge**: +2
**Total energy**: -73188.478 eV
**2S+1**: 2
**LUMO energy (spin up / spin down)**: -6.6 / -7.3 eV
**Expectation value of S²**: 0.80

***

Record 6
Density functional theory data (ωB97M-V/def2-TZVPD) for a molecular structure, C14H30NO10P2PbSSe.

XYZ file:
```
60
Properties=species:S:1:pos:R:3
Pb -2.6210 -1.0061 -1.6816
C 0.9594 -2.7325 3.6225
C 0.4137 -3.2512 2.3084
C -1.0937 -3.4030 2.2899
O 0.9302 -2.4129 1.2468
P 0.2714 -1.4499 0.1982
O -1.0908 -1.9164 -0.2058
C 0.1580 0.1688 0.9621
P -0.5845 1.4713 -0.0529
O -1.5576 0.9429 -1.0593
O -1.1982 2.3425 1.0846
C -1.9957 3.5753 0.9780
C -1.1310 4.7251 0.5091
C -3.2269 3.3516 0.1268
O 0.5720 2.2995 -0.6766
C 0.9896 2.6688 -2.0472
C -0.1525 2.6687 -3.0377
C 2.1225 1.7637 -2.4563
O 1.2424 -1.3849 -0.9993
C 2.6916 -1.6374 -1.1408
C 3.4797 -0.9814 -0.0283
C 2.9139 -3.1266 -1.2615
H 0.6524 -3.3837 4.4421
H 0.6091 -1.7183 3.8202
H 2.0469 -2.7156 3.5947
H 0.8196 -4.2431 2.1003
H -1.8520 -2.1015 3.6215
H -1.3845 -4.1768 2.9995
H -1.4723 -3.6539 1.3043
H 1.1311 0.5038 1.3238
H -0.5104 0.0467 1.8171
H -2.2913 3.7342 2.0136
H -0.8450 4.6060 -0.5362
H -0.2292 4.8093 1.1138
H -1.6955 5.6530 0.6008
H -2.9647 3.2180 -0.9232
H -3.8743 4.2247 0.2089
H -3.7796 2.4761 0.4666
H 1.3509 3.6854 -1.8940
H -0.4807 1.6571 -3.2704
H 0.2089 3.1306 -3.9568
H -1.0005 3.2519 -2.6784
H 1.7665 0.7387 -2.5506
H 2.9427 1.8176 -1.7398
H 2.4974 2.0700 -3.4329
H 2.9079 -1.1559 -2.0926
H 3.2744 -1.4532 0.9330
H 3.2647 0.0856 0.0361
H 4.5437 -1.0947 -0.2352
H 2.7260 -3.6337 -0.3146
H 3.9503 -3.3065 -1.5486
H 2.2694 -3.5458 -2.0327
O -3.8558 -2.9008 0.8824
Se -3.7107 -1.6486 1.8522
O -1.7438 -2.1510 2.6592
O -3.2805 -0.2694 1.1703
O -4.3641 -1.6410 3.2957
S 1.2514 -1.1218 -4.7915
C -0.0263 -1.1920 -3.8372
N -0.9449 -1.2772 -3.1004
```

Computed properties:
**Energy above the lowest of the compared OMol25 structures with the same formula, charge and spin**: 0.000 eV
**Kohn-Sham gap**: 7.70 eV
**Net charge**: +1
**Total energy**: -136974.244 eV
**LUMO energy**: -3.2 eV